Entry 1:
ORCA calculation (ωB97M-V with the def2-TZVPD basis set) on a structure of composition C31H32CaN3O4SSi at a distorted geometry.

Positions of all 73 atoms, in Å:
1 Ca -1.12692 -0.60854 1.15390
2 O -3.37829 3.34751 0.72251
3 C -2.51739 2.38690 0.97403
4 O -2.49916 1.30994 0.36274
5 C -1.80543 2.45369 2.25414
6 C -1.87475 3.47218 3.23690
7 C -0.86617 3.49178 4.16014
8 C 0.10629 2.44134 4.23247
9 C 0.01969 1.43843 3.32572
10 N -0.89793 1.45496 2.32445
11 C 0.97131 0.25971 3.39026
12 O 2.08217 0.44926 3.94204
13 O 0.55257 -0.78795 2.73438
14 H -3.77383 3.19546 -0.14885
15 H -2.65247 4.26946 3.16918
16 H -0.90378 4.32714 4.86508
17 H 0.82443 2.39893 5.06863
18 S -3.03954 -2.56764 0.36362
19 C -3.56942 -2.08679 1.94395
20 C -4.84027 -2.44244 2.45516
21 C -5.27101 -2.05106 3.68493
22 C -4.39393 -1.35810 4.54828
23 C -3.13161 -1.02097 4.02542
24 N -2.78607 -1.34373 2.79043
25 H -5.43845 -3.07414 1.84352
26 H -6.17420 -2.42307 4.08482
27 H -4.60140 -1.16043 5.62174
28 H -2.41924 -0.46453 4.61702
29 C 0.87899 -1.59826 -0.08888
30 Si 1.97480 -0.67082 -1.24746
31 C 1.24865 0.06685 -2.86138
32 N -0.20617 0.19589 -2.94681
33 C -1.08977 -0.95482 -2.98909
34 C -2.19939 -0.80035 -4.03999
35 C -2.84563 0.64436 -4.06883
36 C -2.28454 1.59210 -3.02810
37 C -0.76627 1.50267 -2.82932
38 C 2.83337 0.74059 -0.33169
39 C 3.16965 0.59424 1.00506
40 C 3.84222 1.62036 1.68176
41 C 4.30569 2.76049 1.02870
42 C 3.83029 2.99622 -0.23427
43 C 3.03893 2.07007 -0.88134
44 C 3.20340 -1.99685 -1.84331
45 C 2.56523 -3.07005 -2.52054
46 C 3.21853 -4.30138 -2.61904
47 C 4.56520 -4.39603 -2.24577
48 C 5.20790 -3.33878 -1.71415
49 C 4.52280 -2.12693 -1.51912
50 H 1.33024 -2.11947 0.78635
51 H 0.14541 -2.30834 -0.55382
52 H 1.74075 -0.49814 -3.73137
53 H 1.66003 1.03368 -3.00649
54 H -1.48572 -1.05215 -1.97919
55 H -0.53463 -1.89270 -3.15200
56 H -2.95446 -1.53606 -3.79511
57 H -1.65892 -1.07930 -4.92206
58 H -3.92915 0.50674 -4.03248
59 H -2.70381 1.13580 -5.03882
60 H -2.77379 1.28195 -2.07419
61 H -2.62203 2.62402 -3.15837
62 H -0.42075 1.89728 -1.79456
63 H -0.28931 2.15205 -3.56519
64 H 2.98051 -0.32194 1.65656
65 H 4.01214 1.55474 2.74612
66 H 4.94825 3.53634 1.51742
67 H 3.91776 3.98709 -0.63477
68 H 2.47921 2.31976 -1.75959
69 H 1.53854 -2.90905 -2.95303
70 H 2.64612 -5.14553 -3.05592
71 H 5.05550 -5.34040 -2.42380
72 H 6.24425 -3.39721 -1.40853
73 H 5.06479 -1.26602 -1.12022

Force components x, y, z for each atom (eV/Å):
Ca 0.9 -1.0 -0.6
O 0.2 1.0 -0.4
C -1.5 -3.5 0.2
O 0.0 2.1 -0.2
C 2.1 0.2 1.1
C -0.7 0.0 -1.9
C 0.7 -0.6 1.1
C -1.1 2.4 1.4
C -0.7 -0.6 -1.0
N 0.1 1.4 1.2
C 1.1 -2.0 -1.4
O -1.8 -0.3 -0.3
O 0.7 2.2 2.0
H -0.1 -0.2 0.0
H 0.8 -0.8 0.1
H 0.4 -0.4 0.0
H -0.2 0.1 -0.9
S 0.0 0.4 0.5
C -0.4 0.4 1.3
C 0.3 0.0 -0.7
C 1.6 0.2 1.2
C 0.8 0.3 0.2
C -1.9 -0.5 0.2
N 0.7 -0.2 -1.3
H -0.5 -0.3 -0.4
H -1.1 -0.2 0.2
H -0.1 -0.1 -1.0
H 0.2 0.0 0.0
C -0.9 0.3 -0.7
Si -0.7 -1.0 1.0
C -0.4 -1.6 -0.5
N 0.3 -0.9 -1.6
C 0.1 0.6 1.1
C 0.5 0.9 1.1
C 0.6 -0.6 -1.4
C -0.8 -1.0 2.2
C 0.8 0.6 1.2
C -0.1 1.5 -0.5
C 0.6 -0.7 1.5
C 0.7 0.4 0.2
C 0.2 0.1 1.2
C -0.8 0.4 -0.8
C -0.1 -2.1 0.9
C -0.9 0.3 -1.0
C 0.1 -0.3 0.2
C -1.1 0.7 -0.9
C -1.1 -1.6 -0.6
C 0.6 1.6 0.6
C 1.0 -0.1 0.3
H 0.0 0.6 -0.6
H 0.7 0.4 0.0
H -1.0 0.4 0.8
H 0.4 1.1 0.0
H -0.6 -0.4 0.2
H 0.0 0.5 -0.1
H -0.2 -0.2 -0.2
H -0.4 0.1 -1.1
H 0.0 0.3 0.5
H 0.3 -0.4 -0.2
H 0.5 0.2 -0.3
H 0.3 0.0 -0.3
H -0.9 0.1 -1.1
H 0.2 0.3 -0.2
H -0.1 1.1 -1.4
H 0.1 -0.4 0.1
H -0.8 -0.9 -0.2
H 0.3 0.3 -0.4
H 0.2 0.2 -0.6
H 1.0 -0.4 0.8
H 0.7 0.5 0.3
H 0.2 -0.1 0.2
H 0.1 -0.1 -0.1
H -0.2 -0.3 0.2

Summary:
total charge: -1
F_max: 3.9 eV/Å
lowest unoccupied orbital energy: 1.299 eV
gap between HOMO and LUMO: 4.62 eV

Löwdin population analysis, charges in e, atoms 1 to 5: atom 1 (Ca): 1.18, atom 2 (O): 0.16, atom 3 (C): -0.44, atom 4 (O): -0.01, atom 5 (C): -0.17

=====

Entry 2:
ORCA calculation (ωB97M-V with the def2-TZVPD basis set) on a structure of composition C31H32Cl2CrN2O7P2.

Positions of all 77 atoms, in Å:
1 Cr -0.24209 0.26971 -1.59024
2 O -1.62112 0.56958 -3.14533
3 C -2.19771 0.47303 -2.06721
4 C -3.41070 0.41248 -1.41429
5 C -4.71501 0.39674 -2.00257
6 C -5.79944 0.21279 -1.18242
7 C -5.67311 0.04853 0.21120
8 C -4.39939 0.09541 0.79241
9 C -3.29697 0.28499 -0.00124
10 P -1.57564 0.53850 0.46905
11 C -1.57072 2.24494 1.11512
12 C -2.51317 3.15467 0.64426
13 C -2.47232 4.47964 1.05137
14 C -1.49873 4.90735 1.94016
15 C -0.55915 4.00524 2.41653
16 C -0.58932 2.68497 1.99604
17 C -1.38302 -0.59501 1.87722
18 C -1.51644 -0.24023 3.21463
19 C -1.44907 -1.21617 4.20238
20 C -1.26180 -2.54476 3.85547
21 C -1.14075 -2.90249 2.51727
22 C -1.19578 -1.93367 1.52998
23 H -4.82823 0.50374 -3.07148
24 H -6.78792 0.18422 -1.62663
25 H -6.54874 -0.10598 0.82538
26 H -4.28261 -0.01180 1.86546
27 H -3.27917 2.83039 -0.04721
28 H -3.20306 5.17803 0.66501
29 H -1.46582 5.94262 2.25599
30 H 0.20997 4.33242 3.10428
31 H 0.15947 1.99218 2.34907
32 H -1.68145 0.79273 3.49247
33 H -1.55206 -0.93403 5.24276
34 H -1.21005 -3.30292 4.62651
35 H -0.99672 -3.93840 2.23861
36 H -1.08258 -2.20237 0.48110
37 Cl 1.14764 -0.14384 -3.64224
38 C 1.06550 -1.90116 -3.53806
39 C 1.76385 -2.67748 -4.42518
40 C 1.63837 -4.06549 -4.35339
41 C 0.78760 -4.59955 -3.39006
42 C 0.10212 -3.79002 -2.51094
43 Cl -0.97159 -4.54048 -1.34450
44 C 0.21108 -2.36413 -2.48943
45 N -0.36411 -1.57226 -1.61138
46 H 2.39520 -2.20954 -5.16927
47 H 2.17607 -4.70727 -5.03482
48 H 0.64810 -5.67034 -3.31668
49 O 1.09066 2.67029 -3.32601
50 N 0.71577 3.11087 -2.24903
51 O 0.80825 4.28503 -1.92864
52 O 0.21696 2.29399 -1.38462
53 C 4.09955 2.02270 -0.85450
54 C 3.74158 0.74989 -1.58642
55 O 3.11481 -0.22917 -0.74207
56 P 1.63339 -0.11474 -0.11668
57 O 1.69097 -1.37183 0.86275
58 C 1.60046 -2.76173 0.50262
59 C 2.86871 -3.28666 -0.12658
60 O 1.78825 1.02658 1.00136
61 C 2.68359 0.86833 2.10910
62 C 2.98516 2.22988 2.69171
63 H 4.59240 2.69864 -1.55508
64 H 4.77873 1.83783 -0.02137
65 H 3.21136 2.52988 -0.48072
66 H 4.63556 0.24527 -1.95945
67 H 3.10124 0.97128 -2.43677
68 H 0.73845 -2.88882 -0.14467
69 H 1.39404 -3.26289 1.44956
70 H 3.04115 -2.84922 -1.10730
71 H 2.76865 -4.36637 -0.25021
72 H 3.73714 -3.08599 0.50271
73 H 3.59562 0.36982 1.76901
74 H 2.20383 0.21531 2.84323
75 H 3.41778 2.88980 1.94190
76 H 3.69189 2.13199 3.51777
77 H 2.08464 2.70447 3.07325

Force components x, y, z for each atom (eV/Å):
Cr -0.3 0.1 -0.1
O 0.1 0.1 0.0
C 0.1 0.1 0.1
C 0.0 -0.1 -0.2
C 0.0 0.0 0.1
C 0.0 0.0 0.0
C 0.1 0.0 0.0
C -0.1 0.0 0.0
C 0.1 0.0 0.1
P 0.1 0.0 -0.1
C 0.0 -0.1 0.0
C 0.0 0.0 0.0
C 0.0 0.0 0.0
C 0.0 0.0 0.0
C 0.0 0.0 -0.1
C 0.0 0.0 0.1
C 0.0 0.0 0.0
C 0.0 0.0 0.0
C 0.0 0.1 0.0
C 0.0 0.0 -0.1
C 0.0 0.1 0.1
C -0.1 0.0 0.0
H 0.0 0.0 0.0
H 0.0 0.0 0.0
H 0.0 0.0 0.0
H 0.0 0.0 0.0
H 0.0 0.0 0.0
H 0.0 0.0 0.0
H 0.0 0.0 0.0
H 0.0 0.0 0.0
H 0.0 0.0 0.0
H 0.0 0.0 0.0
H 0.0 0.0 0.0
H 0.0 0.0 0.0
H 0.0 0.0 0.0
H -0.1 0.1 0.0
Cl 0.2 -0.3 0.0
C 0.0 0.3 -0.1
C 0.0 -0.1 0.0
C 0.0 0.1 0.0
C 0.0 0.0 0.0
C 0.0 -0.2 0.0
Cl 0.0 0.0 0.0
C -0.1 0.1 0.0
N -0.1 -0.1 0.0
H 0.0 0.0 0.0
H 0.0 0.0 0.0
H 0.0 0.0 0.0
O 0.2 -0.1 -0.5
N -0.1 0.0 0.4
O 0.0 0.2 0.0
O -0.2 0.0 0.1
C 0.0 0.1 0.0
C 0.0 -0.1 -0.1
O 0.2 -0.2 0.0
P 0.0 0.2 0.0
O 0.1 0.0 -0.1
C 0.0 -0.1 0.1
C 0.0 -0.1 0.0
O -0.1 0.2 0.2
C 0.1 -0.1 0.0
C 0.1 0.0 0.0
H 0.0 0.0 0.0
H 0.0 -0.1 0.0
H 0.0 0.0 0.0
H 0.0 0.1 0.0
H -0.1 0.0 0.0
H 0.1 -0.1 0.0
H 0.1 0.0 0.0
H 0.0 0.0 -0.1
H 0.0 0.0 0.0
H 0.0 0.0 0.0
H 0.0 0.0 0.0
H 0.0 0.0 0.0
H 0.0 0.0 0.0
H 0.0 0.0 0.0
H -0.1 0.0 0.0

Summary:
spin multiplicity: 4
total charge: -1
F_max: 0.6 eV/Å
lowest unoccupied orbital energy (spin up / spin down): 2.545 / 2.546 eV
gap between HOMO and LUMO (spin up / spin down): 5.55 / 6.48 eV

Löwdin population analysis, charges in e, atoms 1 to 5: atom 1 (Cr): 0.29, atom 2 (O): -0.02, atom 3 (C): -0.35, atom 4 (C): -0.24, atom 5 (C): -0.03

=====

Entry 3:
ORCA calculation (ωB97M-V with the def2-TZVPD basis set) on a structure of composition C31H32Cl2N4O5S3SeTc at a distorted geometry.

Positions of all 79 atoms, in Å:
1 Tc 11.16608 14.03127 10.67999
2 Cl 9.43907 12.46494 15.06214
3 C 10.45578 11.58323 13.94655
4 Cl 11.99748 11.16660 14.70488
5 C 10.77130 12.48093 12.74840
6 O 11.29072 13.63221 12.81122
7 O 10.34793 12.00190 11.68048
8 H 9.95527 10.71169 13.59962
9 Se 11.99939 16.40434 10.91948
10 C 11.67115 16.66328 12.80076
11 C 10.57847 17.41120 13.23660
12 C 10.45420 17.69052 14.59568
13 N 11.32371 17.35977 15.53586
14 C 12.33778 16.61996 15.09699
15 C 12.57129 16.25169 13.78126
16 H 9.71656 17.51060 12.60752
17 H 9.57143 18.18146 14.95956
18 H 13.14614 16.42339 15.82749
19 H 13.48650 15.72830 13.42336
20 C 6.99373 11.65372 11.56765
21 C 7.22329 11.32441 10.10108
22 C 8.10710 12.34944 9.34716
23 N 7.29454 13.56044 9.10819
24 C 7.45373 14.70418 9.78274
25 S 8.58371 15.09946 10.90218
26 N 6.55300 15.72550 9.36694
27 C 5.47343 15.67801 8.51120
28 O 4.45233 16.23616 8.79875
29 C 5.68460 15.02288 7.07032
30 C 6.93004 15.05686 6.44080
31 C 7.06516 14.57948 5.14388
32 C 6.02856 13.86414 4.63600
33 C 4.78924 13.75618 5.26758
34 C 4.59078 14.41576 6.46680
35 H 6.03309 11.30060 12.00400
36 H 7.10709 12.77985 11.75251
37 H 7.76170 11.26028 12.16943
38 H 6.23489 11.31165 9.61401
39 H 7.68001 10.32743 9.90880
40 H 8.35928 12.00191 8.33240
41 H 8.90452 12.49990 10.06817
42 H 6.52235 13.45756 8.44799
43 H 6.29930 16.43610 10.11102
44 H 7.75318 15.47725 6.99331
45 H 7.92850 14.68711 4.52206
46 H 6.11824 13.40789 3.62371
47 H 4.04073 13.19436 4.77330
48 H 3.58746 14.46938 6.98763
49 C 5.72484 19.47022 9.75342
50 S 5.52584 18.61361 11.36122
51 C 6.84182 19.27872 12.29708
52 H 5.33518 20.56648 9.79750
53 H 5.22294 18.92709 8.94807
54 H 6.80565 19.58532 9.57415
55 H 7.74604 19.36690 11.73478
56 H 6.95826 18.54589 13.07520
57 H 6.59906 20.36288 12.59699
58 C 16.98696 7.86711 8.41971
59 C 18.19974 7.77374 9.29690
60 O 18.93573 6.89076 9.58642
61 S 18.88414 9.32230 10.04802
62 C 17.46053 10.29119 10.15551
63 C 17.34841 11.32562 9.21528
64 C 16.26850 12.18517 9.27192
65 C 15.35030 12.09526 10.27306
66 C 15.48012 11.11164 11.32330
67 C 16.56237 10.27891 11.27549
68 C 14.18171 12.98454 10.41036
69 C 12.99374 13.36878 10.44962
70 H 17.27762 7.43878 7.43633
71 H 16.70856 8.93488 8.40972
72 H 16.22475 7.32678 8.88485
73 H 18.09211 11.40764 8.36959
74 H 16.01023 13.04918 8.62768
75 H 14.70654 11.09557 12.11622
76 H 16.81132 9.57776 12.06652
77 O 10.64228 15.41027 6.72393
78 C 10.74210 14.88711 7.73279
79 N 10.84466 14.41970 8.80448

Force components x, y, z for each atom (eV/Å):
Tc 0.0 1.2 0.9
Cl -0.4 0.1 0.3
C 1.2 1.5 0.3
Cl 0.2 -0.3 0.1
C -1.0 -0.2 0.3
O 0.0 -0.3 -0.3
O 0.3 0.4 -1.4
H -0.3 -0.6 -0.1
Se -0.5 -0.9 0.2
C 0.0 0.3 0.5
C -0.1 -1.1 0.4
C -0.4 0.0 -0.3
N 0.3 -0.4 -0.4
C 1.8 0.2 0.7
C 0.7 -0.1 -1.2
H -0.1 0.7 -0.4
H -0.4 0.4 0.0
H -0.7 -0.2 -0.3
H -0.8 0.3 0.8
C -0.5 1.8 0.3
C -0.5 -0.6 -1.2
C -1.7 -0.4 0.2
N 1.0 0.0 1.1
C -1.8 0.2 -2.7
S 1.0 0.3 1.3
N 0.3 0.6 2.3
C 0.4 -1.1 -2.7
O -0.5 0.2 0.0
C 0.0 0.5 1.8
C -0.2 0.5 0.4
C 0.2 0.0 0.8
C -1.3 -0.9 -1.9
C 0.8 0.5 0.2
C -1.3 0.0 0.8
H 0.6 0.3 -0.6
H -0.6 -1.4 -0.3
H 1.1 -0.7 0.8
H 0.3 -0.2 -0.1
H -0.4 0.5 0.5
H 0.5 -0.1 0.7
H 0.4 0.6 -0.8
H 0.4 0.1 0.4
H 0.8 -0.9 -0.7
H 0.3 0.3 -0.2
H 0.7 0.2 0.2
H 0.0 0.3 0.9
H -0.8 -0.3 -0.2
H 1.3 -0.2 -0.7
C 0.0 2.1 0.6
S -1.1 -0.6 -1.6
C -0.3 2.4 0.3
H 0.4 -1.9 0.0
H 0.1 0.0 0.3
H -0.4 -0.4 -0.2
H 0.7 -0.3 -0.5
H 0.3 0.3 0.8
H 0.3 -1.8 0.2
C 1.7 1.0 -0.5
C 1.3 1.7 1.0
O -0.3 -2.0 -0.8
S -0.2 -0.8 0.0
C -0.7 2.5 0.5
C 0.5 -0.5 -1.1
C -0.7 1.7 -0.7
C -1.8 -0.4 2.8
C -0.5 1.1 -0.7
C 1.1 -0.9 -0.8
C -1.7 -0.6 -0.7
C 2.5 -0.5 0.1
H -0.5 0.4 0.6
H -0.1 -0.7 -0.6
H -1.4 -1.1 0.5
H -0.9 -0.1 1.2
H 1.0 -0.8 -0.2
H 0.8 -0.1 -0.5
H -0.3 0.0 0.0
O -0.5 1.4 -3.5
C 0.3 -0.2 1.5
N 0.2 -1.6 1.9

Summary:
spin multiplicity: 4
F_max: 3.8 eV/Å
lowest unoccupied orbital energy (spin up / spin down): -1.329 / -1.942 eV
gap between HOMO and LUMO (spin up / spin down): 7.29 / 6.45 eV

Löwdin population analysis, charges in e, atoms 1 to 5: atom 1 (Tc): 1.20, atom 2 (Cl): 0.65, atom 3 (C): -1.03, atom 4 (Cl): 0.63, atom 5 (C): -0.79

=====

Energy relative to the best compared isomer or geometry (same formula, charge and spin) per entry: 0.149 0.340 2.394 eV